No. 1
This record from the Open Molecules 2025 dataset describes a 2-piece molecular cluster, C2H2N2OS overall in a non-equilibrium geometry. The level of theory is ωB97M-V with the def2-TZVPD basis set.

## Properties
HOMO-LUMO gap (spin up / spin down) in eV: 8.895 / 8.854
Net charge: 0
2S+1: 1
ΔE to the lowest compared entry with this formula, charge and spin in eV: 6.172

Element x y z (Å)
C (-0.31, -0.61, -0.41)
C (-0.22, 0.76, -0.33)
N (-1.03, -1.02, -1.47)
N (-1.46, -0.08, -2.15)
O (-3.00, -0.29, -3.83)
S (-1.09, 1.43, -1.64)
H (0.12, -1.34, 0.25)
H (0.28, 1.36, 0.40)



No. 2
This record from the Open Molecules 2025 dataset describes a 2-piece molecular cluster, C2H2N2OS overall in a non-equilibrium geometry. The level of theory is ωB97M-V with the def2-TZVPD basis set.

## Properties
HOMO-LUMO gap in eV: 8.969
Net charge: 0
Structure (SMILES): C#[N+][S-].N=C=O
2S+1: 1
ΔE to the lowest compared entry with this formula, charge and spin in eV: 2.119

Element x y z (Å)
C (1.29, 1.51, -0.63)
N (0.13, 1.60, -0.49)
S (-1.34, 1.78, -0.80)
H (2.31, 1.27, -0.38)
N (-1.23, -1.34, 0.95)
C (-0.20, -1.42, 0.35)
O (0.75, -1.27, -0.28)
H (-1.71, -2.12, 1.28)



No. 3
This record from the Open Molecules 2025 dataset describes the molecule C2H2N2OS. The level of theory is ωB97M-V with the def2-TZVPD basis set.

## Properties
HOMO-LUMO gap in eV: 9.943
Net charge: 0
Structure (SMILES): Sc1cnno1
2S+1: 1
ΔE to the lowest compared entry with this formula, charge and spin in eV: 1.822

Element x y z (Å)
S (2.08, -0.51, 0.00)
C (0.35, -0.34, -0.01)
C (-0.53, 0.70, -0.01)
N (-1.78, 0.14, -0.01)
N (-1.72, -1.11, 0.00)
O (-0.35, -1.48, 0.00)
H (2.30, 0.82, 0.00)
H (-0.36, 1.77, 0.03)



> Look up the 2S+1 of the second one.

1



> What is the 2S+1 in the third record?

1